[1]
53
Properties=species:S:1:pos:R:3:forces:R:3:lowdin_charge:R:1 method="wB97M-V/def2-TZVPD" gap_ev="4.557 / 4.349" e_above_lowest_ev=3.0856 mol_weight_da=435.25
Cd 1.672 0.202 -0.608 1.1 0.3 3.5 1.35
Cl 2.130 1.466 3.077 0.1 0.5 1.0 0.47
P -0.432 -2.087 1.757 0.2 1.9 -0.6 0.89
P -1.268 2.229 2.415 0.6 -1.1 -0.7 0.83
C 1.745 0.767 -3.286 0.1 0.2 -0.8 -0.25
C -0.940 -0.706 -3.035 -0.4 -0.3 -0.6 -0.23
C -0.092 -1.362 -1.985 -1.3 -0.8 -0.2 -0.24
C -1.599 -3.256 1.056 0.0 0.0 0.3 -0.18
C 2.129 -0.741 -3.106 0.2 -0.4 0.3 -0.28
C 1.001 1.497 -2.146 1.2 1.6 -0.7 -0.42
C 1.163 -2.776 1.202 0.2 -0.4 -0.2 -0.20
C -0.154 -1.823 3.490 -0.2 1.1 1.3 -0.20
C -0.578 0.929 1.126 0.3 1.5 2.2 -0.46
C 1.300 -1.421 -2.010 0.9 -0.9 0.0 -0.40
C -0.384 1.613 -2.074 -1.4 0.2 -0.3 -0.22
C -0.120 3.644 2.110 0.2 0.0 0.1 -0.34
C 2.503 0.423 1.726 -0.2 -1.4 -1.7 -0.78
C -1.185 -0.454 1.118 -0.2 -0.8 -0.1 -0.31
C -2.663 2.925 1.450 -0.1 -0.2 0.5 -0.34
C -1.407 0.719 -2.723 -0.7 -0.1 -0.2 -0.24
H -1.226 -0.799 0.090 -0.4 0.2 -0.6 0.03
H -0.483 4.476 2.732 0.1 -0.1 -0.2 0.04
H 2.088 -1.334 -4.037 -0.4 0.5 -0.1 0.10
H 0.653 -1.038 3.379 -0.6 -0.6 0.4 0.05
H 0.897 3.399 2.431 -0.4 0.1 0.0 -0.05
H -2.330 0.635 -2.110 0.5 0.1 0.2 0.10
H -0.071 3.966 1.062 -0.2 -0.1 0.1 0.04
H -2.222 -0.416 1.515 0.5 -0.6 0.0 0.09
H 1.160 0.844 -4.204 -0.1 0.1 -0.1 0.09
H -3.419 2.152 1.290 -0.1 0.3 0.0 0.03
H -1.104 -3.533 0.110 -0.5 -0.2 0.4 0.05
H -1.666 -4.099 1.750 -0.3 -0.1 -0.4 0.07
H 2.650 1.356 -3.487 0.0 -0.2 0.1 0.10
H 1.509 2.399 -1.706 -0.3 -0.6 -1.1 0.07
H -1.825 -1.355 -3.221 0.3 0.5 0.2 0.11
H -2.337 3.332 0.496 0.0 0.1 -0.1 0.03
H 1.724 -2.321 -1.532 0.1 0.4 -0.5 0.06
H 1.524 -3.408 2.022 -0.2 0.0 0.0 0.07
H 3.523 0.591 1.383 0.1 -0.3 0.6 -0.06
H -0.819 2.569 -1.735 0.4 -0.4 0.1 0.08
H 1.982 -2.095 0.976 -0.4 0.3 0.0 0.01
H -0.698 1.481 0.189 0.2 -0.7 -0.2 0.03
H -1.019 -1.270 3.950 0.7 -0.6 -0.4 0.08
H 3.191 -0.829 -2.824 -0.3 0.2 0.1 0.08
H -2.565 -2.778 0.838 0.3 -0.3 0.3 0.07
H -3.037 3.716 2.114 -0.3 -0.1 -0.5 0.03
H 0.209 -2.611 4.187 -0.3 0.3 -0.9 0.08
H -0.631 -2.102 -1.374 0.4 0.1 -0.2 0.05
H 1.014 -3.409 0.320 0.0 0.2 0.2 0.05
H -1.834 1.164 -3.651 0.3 0.0 0.1 0.10
H 2.283 -0.602 2.072 0.9 0.5 0.0 -0.10
H -0.426 -0.731 -4.007 0.1 0.1 0.2 0.10
H 0.483 0.862 1.429 -0.6 0.3 -0.5 -0.07

---

[2]
55
Properties=species:S:1:pos:R:3:forces:R:3:mulliken_spin:R:1 method="wB97M-V/def2-TZVPD" total_charge=+1 gap_ev="8.572 / 8.470" multiplicity=2 e_above_lowest_ev=0.0000 mol_weight_da=373.37 s2=0.7947
Co 0.316 0.398 -0.181 0.7 -0.5 -0.7 1.11
P 1.123 -2.947 -0.954 -0.1 0.3 0.0 0.00
O 0.869 -1.600 -0.330 -0.2 -0.2 0.2 -0.02
N -1.591 -0.209 -0.958 0.1 0.3 0.3 0.01
N -1.567 -0.345 0.476 -0.2 0.0 0.2 0.04
N 2.223 0.822 0.331 -0.2 0.2 0.0 -0.04
C 2.907 0.767 -0.979 0.1 0.0 0.0 0.00
C -0.882 4.409 -0.998 0.0 0.0 0.0 -0.01
C -0.185 -4.113 -0.594 -0.1 -0.1 0.1 0.00
C 2.903 -0.074 1.272 0.0 -0.1 0.0 0.00
C -2.467 -0.272 2.685 0.0 0.0 0.0 0.00
C -0.892 3.019 -0.969 0.1 0.1 -0.1 0.02
C 0.145 2.293 -0.382 -0.6 -0.3 0.1 -0.07
C 1.249 -2.852 -2.740 0.0 0.0 -0.1 0.00
C -3.370 1.267 0.940 0.0 0.1 0.0 0.00
C 2.260 2.213 0.844 0.2 0.1 0.1 0.00
C 1.222 4.407 0.151 0.0 0.0 0.0 -0.01
C -3.867 -1.192 0.817 -0.1 0.0 0.0 0.00
C 0.177 5.107 -0.432 0.0 0.0 0.0 0.00
C -2.844 -0.134 1.215 0.1 0.0 0.0 0.00
C 2.635 -3.688 -0.352 0.1 0.0 0.1 0.00
C 1.196 3.017 0.172 0.0 0.3 0.0 -0.04
H 3.498 -3.226 -0.834 0.0 0.0 0.0 0.00
H -3.477 -2.199 0.990 0.0 0.0 0.0 0.00
H 1.696 -1.894 -3.005 0.0 0.0 0.0 0.00
H 3.946 1.097 -0.879 0.0 0.0 0.0 0.00
H 3.260 2.639 0.700 0.0 0.0 0.0 0.00
H -2.621 2.020 1.191 0.0 0.0 0.0 0.00
H 2.076 2.173 1.919 0.0 -0.1 0.0 0.00
H -2.167 -1.296 2.925 0.0 0.0 0.0 0.00
H 3.960 0.195 1.365 0.0 0.0 0.0 0.00
H -2.093 -0.962 -1.417 0.0 0.0 -0.1 0.00
H 2.701 -3.530 0.725 0.0 -0.1 0.0 0.00
H 2.431 -0.004 2.250 0.0 0.0 0.0 0.00
H -1.642 0.399 2.929 0.0 0.0 0.0 0.00
H 2.647 -4.759 -0.558 0.0 0.0 0.0 0.00
H 2.825 -1.097 0.917 0.0 0.0 0.0 0.00
H 2.898 -0.257 -1.347 0.0 0.0 0.0 0.01
H 1.864 -3.660 -3.137 0.0 0.0 0.0 0.00
H -4.159 -1.102 -0.233 0.0 0.0 0.0 0.00
H -4.257 1.443 1.549 0.0 0.0 0.0 0.00
H -1.129 -3.741 -0.995 0.0 0.0 0.0 0.00
H -3.318 -0.016 3.316 0.0 0.0 0.0 0.00
H -0.275 -4.236 0.487 0.0 0.0 0.0 0.00
H -1.231 -1.284 0.667 0.0 0.0 0.0 -0.01
H 2.054 4.943 0.597 0.0 0.0 0.0 0.00
H -1.734 2.516 -1.437 0.0 0.1 0.0 0.00
H 0.257 -2.911 -3.188 0.0 0.0 0.0 0.00
H 2.399 1.414 -1.692 0.0 0.0 0.0 0.00
H -1.699 4.948 -1.464 0.0 0.0 0.0 0.00
H 0.191 6.189 -0.451 0.0 0.0 0.0 0.00
H -3.672 1.404 -0.101 0.0 0.0 0.0 0.00
H -4.775 -1.083 1.412 0.0 0.0 0.0 0.00
H 0.029 -5.083 -1.044 0.0 0.0 0.0 0.00
H -2.044 0.667 -1.185 -0.1 0.0 0.0 0.00

---

[3]
67
Properties=species:S:1:pos:R:3:forces:R:3:lowdin_charge:R:1 method="wB97M-V/def2-TZVPD" total_charge=-1 gap_ev=8.478 mol_weight_da=541.57
S 5.157 1.729 -0.520 -1.6 -1.8 -1.8 0.57
S 2.517 2.269 -0.163 -2.0 2.5 3.4 0.56
O -2.936 2.619 -0.683 -0.2 -0.1 -0.1 0.09
O 6.358 2.449 0.444 -2.2 -0.4 -0.1 -0.26
O -6.898 3.315 5.063 0.1 -0.2 0.2 0.10
O -2.946 1.958 1.405 -0.2 -0.5 0.1 0.00
O 8.048 2.467 -0.856 0.0 -0.2 0.1 0.08
O 0.337 -4.858 -2.793 -0.4 -0.2 -0.2 0.00
O 4.933 2.573 -1.705 0.4 -0.7 2.0 -0.35
O 2.538 3.751 -0.215 0.5 -2.3 -0.7 -0.42
O 1.355 1.806 0.652 2.0 -0.2 -1.6 -0.45
O 2.257 -5.451 -3.661 -0.1 -0.1 -0.1 0.10
O 5.616 0.364 -0.879 0.0 2.4 1.2 -0.36
O 7.142 -4.253 -0.093 0.1 -0.3 0.1 0.10
O 6.202 -5.035 -1.912 -0.2 -0.6 0.0 0.00
O -7.789 2.575 3.206 -0.2 -0.5 0.0 0.00
N 3.878 1.599 0.527 0.6 1.0 -2.5 -0.34
N 7.645 1.995 0.131 1.5 -0.1 -0.4 -0.06
C -0.478 -3.189 -1.217 0.2 0.0 0.0 -0.06
C -7.450 3.574 4.031 0.2 0.3 -0.1 -0.55
C -2.407 1.987 2.730 0.1 0.2 0.2 -0.23
C 1.642 -5.128 -2.680 0.3 0.2 0.1 -0.53
C 6.548 -4.016 -1.109 0.2 0.6 0.0 -0.54
C 2.321 -4.936 -1.348 -0.1 -0.4 0.3 0.02
C -7.685 4.999 3.607 -0.5 0.2 0.0 0.01
C 5.346 -4.869 -3.047 0.1 0.0 -0.3 -0.25
C -7.752 3.167 0.846 0.1 0.1 0.0 -0.06
C -2.565 2.809 0.443 0.2 0.5 -0.1 -0.54
C -1.759 4.025 0.812 0.5 0.0 0.1 0.01
C -0.520 -4.634 -1.668 -0.1 0.3 0.2 -0.24
C 6.127 -4.455 -4.276 0.1 0.1 0.0 -0.06
C -3.146 2.982 3.600 -0.1 0.1 -0.1 -0.06
C -8.592 2.754 2.037 0.0 0.1 -0.3 -0.24
C 6.240 -2.607 -1.537 -0.5 0.0 0.2 0.01
H 4.532 -4.183 -2.823 0.1 0.0 0.0 0.08
H 5.366 -2.521 -2.179 0.2 0.1 -0.1 0.07
H -2.548 0.982 3.125 -0.1 0.0 -0.1 0.12
H -7.893 5.592 4.495 0.2 0.0 0.0 0.09
H -2.438 4.863 0.972 0.0 0.0 0.0 0.09
H -1.523 -4.879 -2.014 0.1 -0.1 -0.1 0.12
H 6.915 -5.181 -4.484 -0.1 -0.1 0.0 0.08
H 6.038 -2.009 -0.653 0.2 0.0 0.0 0.07
H 6.610 -3.488 -4.137 -0.1 0.0 0.0 0.07
H 2.748 -3.934 -1.308 0.0 0.0 0.0 0.10
H 7.107 -2.192 -2.050 0.0 0.0 0.0 0.10
H 0.517 -2.901 -0.876 0.0 0.0 0.1 0.07
H 4.889 -5.842 -3.218 0.0 0.0 0.1 0.12
H 1.665 -5.081 -0.492 0.0 0.2 0.0 0.07
H -7.269 4.131 1.009 -0.1 0.0 0.0 0.07
H -1.181 -3.021 -0.401 0.0 0.0 0.0 0.08
H -0.290 -5.331 -0.861 0.1 0.0 0.0 0.11
H -1.131 3.889 1.689 -0.1 0.1 0.0 0.07
H -6.781 5.379 3.131 0.0 0.0 0.0 0.10
H -9.413 3.448 2.232 0.1 0.0 0.0 0.11
H -3.040 4.000 3.224 0.1 0.0 0.0 0.07
H -0.737 -2.527 -2.043 -0.1 0.0 0.0 0.09
H 3.123 -5.666 -1.259 0.1 0.1 -0.1 0.09
H -8.529 5.129 2.933 0.1 0.0 -0.1 0.07
H -9.046 1.783 1.844 0.1 -0.1 0.1 0.12
H 2.297 1.813 -1.436 0.6 0.0 0.4 0.07
H 5.468 -4.392 -5.142 0.0 0.0 0.0 0.08
H -2.771 2.952 4.623 0.0 0.0 0.0 0.08
H -8.369 3.239 -0.051 0.0 0.0 0.0 0.08
H -1.092 4.259 -0.014 -0.1 0.0 -0.1 0.09
H -4.214 2.754 3.613 0.0 -0.1 0.1 0.07
H -6.961 2.438 0.670 -0.1 0.0 0.0 0.09
H -1.331 2.164 2.709 0.0 0.0 -0.1 0.12

---

Please write out number 1 again, unchanged.
53
Properties=species:S:1:pos:R:3:forces:R:3:lowdin_charge:R:1 method="wB97M-V/def2-TZVPD" gap_ev="4.557 / 4.349" e_above_lowest_ev=3.0856 mol_weight_da=435.25
Cd 1.672 0.202 -0.608 1.1 0.3 3.5 1.35
Cl 2.130 1.466 3.077 0.1 0.5 1.0 0.47
P -0.432 -2.087 1.757 0.2 1.9 -0.6 0.89
P -1.268 2.229 2.415 0.6 -1.1 -0.7 0.83
C 1.745 0.767 -3.286 0.1 0.2 -0.8 -0.25
C -0.940 -0.706 -3.035 -0.4 -0.3 -0.6 -0.23
C -0.092 -1.362 -1.985 -1.3 -0.8 -0.2 -0.24
C -1.599 -3.256 1.056 0.0 0.0 0.3 -0.18
C 2.129 -0.741 -3.106 0.2 -0.4 0.3 -0.28
C 1.001 1.497 -2.146 1.2 1.6 -0.7 -0.42
C 1.163 -2.776 1.202 0.2 -0.4 -0.2 -0.20
C -0.154 -1.823 3.490 -0.2 1.1 1.3 -0.20
C -0.578 0.929 1.126 0.3 1.5 2.2 -0.46
C 1.300 -1.421 -2.010 0.9 -0.9 0.0 -0.40
C -0.384 1.613 -2.074 -1.4 0.2 -0.3 -0.22
C -0.120 3.644 2.110 0.2 0.0 0.1 -0.34
C 2.503 0.423 1.726 -0.2 -1.4 -1.7 -0.78
C -1.185 -0.454 1.118 -0.2 -0.8 -0.1 -0.31
C -2.663 2.925 1.450 -0.1 -0.2 0.5 -0.34
C -1.407 0.719 -2.723 -0.7 -0.1 -0.2 -0.24
H -1.226 -0.799 0.090 -0.4 0.2 -0.6 0.03
H -0.483 4.476 2.732 0.1 -0.1 -0.2 0.04
H 2.088 -1.334 -4.037 -0.4 0.5 -0.1 0.10
H 0.653 -1.038 3.379 -0.6 -0.6 0.4 0.05
H 0.897 3.399 2.431 -0.4 0.1 0.0 -0.05
H -2.330 0.635 -2.110 0.5 0.1 0.2 0.10
H -0.071 3.966 1.062 -0.2 -0.1 0.1 0.04
H -2.222 -0.416 1.515 0.5 -0.6 0.0 0.09
H 1.160 0.844 -4.204 -0.1 0.1 -0.1 0.09
H -3.419 2.152 1.290 -0.1 0.3 0.0 0.03
H -1.104 -3.533 0.110 -0.5 -0.2 0.4 0.05
H -1.666 -4.099 1.750 -0.3 -0.1 -0.4 0.07
H 2.650 1.356 -3.487 0.0 -0.2 0.1 0.10
H 1.509 2.399 -1.706 -0.3 -0.6 -1.1 0.07
H -1.825 -1.355 -3.221 0.3 0.5 0.2 0.11
H -2.337 3.332 0.496 0.0 0.1 -0.1 0.03
H 1.724 -2.321 -1.532 0.1 0.4 -0.5 0.06
H 1.524 -3.408 2.022 -0.2 0.0 0.0 0.07
H 3.523 0.591 1.383 0.1 -0.3 0.6 -0.06
H -0.819 2.569 -1.735 0.4 -0.4 0.1 0.08
H 1.982 -2.095 0.976 -0.4 0.3 0.0 0.01
H -0.698 1.481 0.189 0.2 -0.7 -0.2 0.03
H -1.019 -1.270 3.950 0.7 -0.6 -0.4 0.08
H 3.191 -0.829 -2.824 -0.3 0.2 0.1 0.08
H -2.565 -2.778 0.838 0.3 -0.3 0.3 0.07
H -3.037 3.716 2.114 -0.3 -0.1 -0.5 0.03
H 0.209 -2.611 4.187 -0.3 0.3 -0.9 0.08
H -0.631 -2.102 -1.374 0.4 0.1 -0.2 0.05
H 1.014 -3.409 0.320 0.0 0.2 0.2 0.05
H -1.834 1.164 -3.651 0.3 0.0 0.1 0.10
H 2.283 -0.602 2.072 0.9 0.5 0.0 -0.10
H -0.426 -0.731 -4.007 0.1 0.1 0.2 0.10
H 0.483 0.862 1.429 -0.6 0.3 -0.5 -0.07